2 unconnected molecules or ions with the total composition C3H7N3O, computed with ωB97M-V/def2-TZVPD.

Structure (ORCA input):
```
! wB97M-V def2-TZVPD RIJCOSX def2/J DEFGRID3
* xyz 0 1
H 0.8742 -0.2237 2.6193
O -1.6408 0.2573 0.9228
N 0.4492 0.0369 -1.0589
H 0.1453 2.1045 -1.0851
C 0.0056 -1.3314 -0.8899
H -2.3483 0.6443 1.4523
H 0.6471 -1.8650 -0.1946
C 1.6433 0.7620 0.8976
C -0.1917 1.1948 -0.6076
H -1.0093 -1.3449 -0.4772
N -1.1447 1.3902 0.2150
H 1.1639 0.1878 -1.7524
H 0.0279 -1.8614 -1.8369
N 1.3783 0.0486 1.7956
*
```

Properties
* ΔE to the lowest compared entry with this formula, charge and spin: 105.6 kcal/mol
* HOMO: -8.377 eV
* E_tot: -357.88166 hartree